Computed, not measured: 2 unconnected molecules or ions with the total composition C7H12F2N4O at a distorted geometry, with ωB97M-V/def2-TZVPD.

Computed properties:
Maximum force, eV Å⁻¹: 6.55
⟨S²⟩: 2.0083
Net charge: +2
Kohn-Sham gap (alpha / beta), eV: 5.602 / 7.699
DFT total energy, eV: -20871.0403
Spin multiplicity: 3
Lowest unoccupied orbital energy (alpha / beta), eV: -7.935 / -9.563
HOMO level (alpha / beta), eV: -13.5 / -17.3
Molecular weight, g/mol: 206.20

Atoms and positions in Å:
1 C -0.772 -2.064 -3.447
2 C 1.521 -1.226 1.794
3 C -0.309 -1.086 -2.611
4 C 0.636 -1.393 -1.498
5 C -0.551 -0.041 0.114
6 C -1.085 3.189 2.789
7 C 0.571 2.340 1.451
8 N 1.543 -1.312 0.530
9 N 0.435 -0.953 -0.230
10 N 1.691 -2.072 -1.728
11 N -1.709 -0.025 -0.443
12 O -0.381 3.081 1.523
13 F 1.304 2.230 0.392
14 F 0.946 1.660 2.469
15 H -1.694 -1.946 -3.938
16 H -0.642 -3.083 -3.150
17 H 2.516 -1.293 2.248
18 H 0.707 -0.645 2.296
19 H -0.549 -0.107 -2.863
20 H -0.814 4.126 3.293
21 H -0.604 2.333 3.428
22 H -2.132 3.150 2.543
23 H 1.778 -2.415 -2.768
24 H 2.180 -2.432 -0.909
25 H -2.582 0.453 -0.026
26 H -2.004 -0.469 -1.261

Forces on the atoms, in the same order (eV/Å):
0.124 0.667 3.699
0.025 2.494 -0.064
0.483 -2.603 -1.263
-1.735 1.693 -0.791
2.560 -0.748 0.841
0.950 -1.327 2.884
2.130 -1.291 -1.014
-0.185 -0.403 0.856
0.753 -0.155 0.021
1.002 -2.533 -3.608
-5.855 2.556 1.457
-0.447 1.337 -1.343
-0.971 0.411 1.566
0.813 -0.061 -0.798
-0.477 0.728 -1.722
0.677 -0.708 -0.200
-0.636 -0.691 0.260
0.421 -1.198 -0.023
-0.418 1.831 0.172
-0.050 -0.043 -0.624
-2.085 1.727 -0.836
-0.194 -0.248 0.133
0.275 0.593 3.011
0.502 -0.026 -0.655
2.152 -1.065 -0.388
0.186 -0.938 -1.571

Computed, not measured: a molecular structure, C4H3N3O at a distorted geometry, with ωB97M-V/def2-TZVPD.

Computed properties:
Energy relative to the best compared isomer or geometry (same formula, charge and spin), kcal per mole: 190.5
Maximum force, eV Å⁻¹: 11.63
Net charge: 0
Kohn-Sham gap, eV: 9.945
DFT total energy, eV: -10705.3879
Lowest unoccupied orbital energy, eV: -1.038
HOMO level, eV: -11.0
Molecular weight, g/mol: 109.09

Atoms and positions in Å:
1 C -2.117 -0.546 -0.454
2 C 1.060 -0.005 0.633
3 C 0.686 1.266 0.033
4 C 2.067 -0.626 -0.018
5 H -2.691 -1.817 0.128
6 H -2.876 0.380 -1.246
7 H 1.519 0.453 1.698
8 N -1.082 0.163 -0.407
9 N 0.755 2.400 -0.209
10 N 2.828 -0.963 -0.899
11 O -0.148 -0.706 0.741

Forces on the atoms, in the same order (eV/Å):
-3.916 1.142 -1.665
-2.811 3.608 5.223
2.441 3.631 -0.296
7.304 -3.820 -8.209
2.218 4.262 -1.791
1.755 -3.451 2.275
-1.332 -1.686 -2.067
-0.520 -4.699 2.842
-0.442 -1.372 0.064
-3.759 1.428 5.141
-0.940 0.956 -1.517

Computed, not measured: 15 unconnected molecules or ions with the total composition C16H62N8O15 at a distorted geometry, with ωB97M-V/def2-TZVPD.

Computed properties:
Energy relative to the best compared isomer or geometry (same formula, charge and spin), kcal per mole: 27.1
Maximum force, eV Å⁻¹: 9.17
Net charge: 0
Kohn-Sham gap, eV: 7.909
DFT total energy, eV: -60223.3080
Lowest unoccupied orbital energy, eV: -0.242
HOMO level, eV: -8.2
Molecular weight, g/mol: 606.71

Atoms and positions in Å:
1 C -3.182 0.996 2.800
2 C -4.470 1.169 2.120
3 O -4.426 2.220 1.094
4 H -2.470 0.845 2.054
5 H -3.103 0.217 3.511
6 H -2.828 1.904 3.289
7 H -5.333 1.494 2.785
8 H -4.744 0.244 1.588
9 H -4.806 2.931 1.576
10 C -2.645 1.175 -1.972
11 O -3.636 1.905 -2.543
12 N -1.714 0.666 -2.688
13 N -2.570 1.110 -0.638
14 H -1.692 0.677 -3.728
15 H -0.908 0.232 -2.271
16 H -3.331 1.441 -0.020
17 H -1.722 0.838 -0.192
18 C 2.992 4.061 -0.552
19 O 3.080 5.424 -0.647
20 N 3.192 3.285 -1.533
21 N 2.588 3.356 0.537
22 H 3.517 3.694 -2.411
23 H 3.145 2.214 -1.615
24 H 2.354 4.009 1.289
25 H 2.712 2.346 0.889
26 C -0.149 -5.439 -0.252
27 O 1.127 -4.995 0.096
28 N -1.166 -4.618 -0.418
29 N -0.411 -6.694 -0.681
30 H -0.867 -3.653 -0.244
31 H -2.134 -4.889 -0.639
32 H 0.466 -7.357 -0.597
33 H -1.342 -7.064 -0.484
34 C 0.077 -0.605 -0.308
35 O -0.117 -1.956 -0.006
36 N -0.175 0.383 0.571
37 N 0.490 -0.206 -1.493
38 H -0.164 0.207 1.557
39 H 0.127 1.356 0.379
40 H 0.885 -0.949 -2.119
41 H 0.807 0.784 -1.575
42 C 2.547 -0.399 1.748
43 O 2.827 1.019 1.762
44 H 1.483 -0.540 2.010
45 H 3.089 -0.782 2.580
46 H 2.753 -0.929 0.810
47 H 3.453 1.089 2.507
48 C 2.369 -3.054 -2.554
49 O 1.382 -2.107 -3.048
50 H 2.000 -4.041 -2.346
51 H 2.729 -2.578 -1.622
52 H 3.127 -3.166 -3.245
53 H 1.317 -2.221 -4.001
54 C -0.188 3.675 -1.615
55 O 0.462 2.685 -0.770
56 H -1.284 3.765 -1.712
57 H 0.301 3.778 -2.611
58 H 0.112 4.558 -1.010
59 H 1.350 3.075 -0.463
60 C -2.015 3.869 1.362
61 O -1.018 4.834 1.387
62 H -2.585 3.962 2.240
63 H -1.509 2.955 1.352
64 H -2.690 3.746 0.475
65 H -0.217 4.390 1.424
66 C -0.271 1.632 4.048
67 O -0.401 0.402 3.466
68 H -1.082 1.738 4.861
69 H -0.232 2.353 3.265
70 H 0.621 1.593 4.617
71 H -1.056 -0.183 3.862
72 C 1.377 1.594 -4.166
73 O 1.205 2.702 -5.065
74 H 2.407 1.458 -4.000
75 H 1.111 0.741 -4.712
76 H 0.952 1.689 -3.233
77 H 1.609 3.545 -4.721
78 C 0.919 -3.164 3.152
79 O 2.166 -3.739 3.517
80 H 0.874 -2.074 3.236
81 H 0.076 -3.572 3.643
82 H 0.777 -3.376 2.094
83 H 2.976 -3.254 3.226
84 C -2.156 -2.516 2.531
85 O -2.300 -2.901 3.834
86 H -1.737 -3.398 1.992
87 H -1.439 -1.683 2.432
88 H -3.177 -2.429 2.141
89 H -2.205 -2.200 4.494
90 C -1.932 -2.528 -3.057
91 O -2.825 -3.593 -3.219
92 H -1.500 -2.655 -2.057
93 H -2.358 -1.573 -3.028
94 H -1.107 -2.507 -3.804
95 H -3.716 -3.173 -3.313
96 C 4.440 0.135 -0.933
97 O 3.341 0.457 -1.849
98 H 4.483 0.860 -0.034
99 H 5.358 0.416 -1.403
100 H 4.340 -0.898 -0.586
101 H 3.215 -0.240 -2.399

Forces on the atoms, in the same order (eV/Å):
0.433 1.734 0.586
-2.698 0.404 -0.494
0.211 -1.579 0.984
1.323 -0.634 -1.209
-0.436 -1.092 0.671
-0.355 0.149 0.163
1.017 -0.898 -0.428
-0.088 0.301 0.278
-0.345 1.419 -0.079
-7.006 5.769 -1.290
3.531 -3.248 2.081
2.669 -1.572 -3.657
-0.855 -0.222 0.973
-0.682 0.525 1.532
-0.264 -0.190 0.026
0.715 0.118 -1.434
0.034 -0.294 0.158
0.704 7.178 1.727
-0.599 -6.647 0.934
1.818 -3.742 -6.016
-0.441 1.064 3.163
-0.195 0.090 0.667
-0.151 2.083 0.721
0.185 -0.436 -0.192
0.225 1.516 -1.234
5.906 1.671 0.372
-6.322 -2.454 -1.754
-0.582 1.643 0.855
2.835 -2.918 0.645
-0.720 0.111 -0.047
1.202 0.329 0.005
-2.828 1.705 0.017
0.742 -0.058 -0.219
-0.696 -6.189 2.357
0.931 6.736 -1.241
0.612 0.786 0.868
1.701 0.189 -0.935
-0.512 -0.629 0.364
-0.214 -0.813 -0.571
-0.557 0.780 0.489
-0.277 -1.096 0.305
-1.597 0.044 0.347
0.726 -0.739 0.682
0.800 -0.042 -0.341
0.615 -0.928 0.360
0.103 0.499 0.249
-0.404 0.582 -0.659
-1.199 1.292 1.782
0.758 -1.075 -0.677
-0.738 -0.200 0.365
-0.044 -0.648 -0.385
1.856 0.066 -1.473
-0.226 0.023 0.031
1.634 2.282 0.950
-0.318 -0.517 -0.878
0.426 -1.279 0.351
-0.420 -0.433 0.598
-0.602 0.389 -1.116
-2.191 -0.759 -0.191
-0.546 -0.460 -1.361
-1.612 2.563 -0.533
-1.063 0.021 1.138
0.381 -1.979 0.304
0.710 1.100 0.447
2.323 -0.992 -0.092
-1.567 -0.051 2.787
-0.101 -2.634 -1.430
0.906 0.668 -1.528
-0.274 1.018 -0.158
1.294 0.613 0.519
0.216 0.442 0.064
1.429 1.719 -2.115
0.159 0.962 0.686
1.682 -0.147 0.350
-1.058 -1.266 -0.589
-1.575 0.389 1.717
-0.625 -1.538 -0.259
1.208 0.734 -2.173
0.882 0.096 0.929
0.144 0.026 0.426
-0.329 -0.763 1.131
-0.228 0.073 -0.265
-1.584 -0.338 0.048
0.309 -0.740 -1.623
0.014 -0.723 3.128
-0.012 0.806 0.247
-0.711 -0.171 -0.596
0.322 0.986 -0.599
-0.099 -0.217 -0.568
1.986 -0.775 0.963
-2.119 0.373 -0.682
0.493 0.196 -0.322
-1.072 1.255 -0.297
-0.585 -0.323 0.274
1.121 -0.901 0.005
-0.653 1.560 0.872
1.450 3.277 3.797
-0.934 -1.235 -1.333
0.789 -0.683 -0.626
0.428 0.274 -0.162
-0.645 -3.362 -2.666

Computed, not measured: a gas-phase ion, C9H12BrClN (charge +1) at a distorted geometry, with ωB97M-V/def2-TZVPD.

Computed properties:
Maximum force, eV Å⁻¹: 4.23
⟨S²⟩: 2.0156
Net charge: +1
Kohn-Sham gap (alpha / beta), eV: 5.546 / 6.564
DFT total energy, eV: -93571.6157
Spin multiplicity: 3
Lowest unoccupied orbital energy (alpha / beta), eV: -3.286 / -6.803
HOMO level (alpha / beta), eV: -8.8 / -13.4
Molecular weight, g/mol: 249.56

Atoms and positions in Å:
1 C 1.383 -1.729 -0.778
2 C 2.048 0.166 0.479
3 C 0.111 -1.291 -0.730
4 C 0.780 0.580 0.571
5 C 2.377 -1.051 -0.120
6 C -0.261 -0.158 -0.038
7 C 3.796 -1.590 0.007
8 C -1.948 1.620 0.351
9 C -1.651 0.204 -0.201
10 N -3.387 1.952 0.077
11 Cl -2.322 -0.023 -1.862
12 Br -2.753 -1.105 1.019
13 H 1.639 -2.627 -1.451
14 H 2.713 0.733 1.059
15 H -0.695 -1.950 -1.073
16 H 0.383 1.495 1.110
17 H 4.075 -1.701 1.029
18 H 3.677 -2.564 -0.506
19 H 4.488 -0.868 -0.517
20 H -1.332 2.365 -0.156
21 H -1.864 1.596 1.534
22 H -3.784 2.884 0.553
23 H -3.745 1.085 0.524
24 H -3.725 1.978 -0.880

Forces on the atoms, in the same order (eV/Å):
-0.358 -2.378 -2.566
-1.356 1.314 1.425
-0.205 -4.031 -1.261
-1.814 2.301 1.537
3.028 -0.385 0.243
-2.412 1.547 -0.863
-1.708 0.317 -2.144
0.241 -0.105 0.762
1.900 2.592 -0.396
-1.228 1.565 2.278
0.309 0.178 0.686
-1.171 -1.122 1.197
-0.433 1.298 1.476
1.427 0.576 0.298
0.465 0.346 -0.286
1.479 -1.023 -0.480
0.358 -0.109 0.803
1.130 0.417 0.361
-0.449 -0.935 0.484
0.123 0.039 0.405
0.040 0.253 -2.519
1.284 -2.738 -0.946
-1.201 0.340 -0.027
0.549 -0.255 -0.468